(1)
Formula: C4H5OP
Source: the OMol25 dataset
Level of theory: wB97M-V/def2-TZVPD

## Properties
- Strongest force on any atom: 0.068 hartree/bohr
- Relative energy (zero: lowest compared OMol25 entry of this formula, charge and spin): 3.295 eV

Cartesian coordinates (Å):
C1 1.01684 -0.40465 0.39786
C2 -0.05928 -1.19305 -0.28294
C3 0.16860 0.82403 -0.02181
C4 -0.79813 -0.13234 -0.55893
O1 2.27478 -0.58585 -0.16130
P1 3.68925 0.10204 0.21190
H1 0.93104 -0.74647 1.49110
H2 -0.20580 -2.17724 -0.42051
H3 -0.20032 1.43201 0.83714
H4 0.42712 1.69717 -0.64263
H5 -1.84177 0.05039 -1.03564

Atom charges from the Mulliken analysis, given in e for atoms 1 to 2: 0.58 -0.99

=====

(2)
Formula: C23H17N7O2S
Source: the OMol25 dataset
Level of theory: wB97M-V/def2-TZVPD

## Properties
- SMILES: O=S(=O)(c1ccccc1)n1cc(Cn2cc(-c3c[nH]c4ncccc34)nn2)c2cccnc21
- Strongest force on any atom: 0.077 hartree/bohr
- Relative energy (zero: lowest compared OMol25 entry of this formula, charge and spin): 0.000 eV

Cartesian coordinates (Å):
O1 -0.17587 0.72313 -5.54704
O2 -0.85271 2.89613 -4.63571
N1 2.94559 -0.33782 1.75969
N2 2.57638 -0.30812 0.53664
N3 3.82127 -0.79871 7.11199
N4 -1.89982 2.35774 -1.65446
C1 2.25197 -1.31494 2.44730
C2 2.35621 -1.53679 3.88605
C3 1.60102 -2.32505 4.69907
C4 1.46675 -2.00293 1.57146
C5 0.01658 -0.41723 -2.78403
C6 0.11560 -0.63792 -1.42128
C7 4.68151 0.18515 6.81572
C8 -2.16770 2.73429 -0.41707
C9 3.13851 -1.24716 6.02171
C10 -1.18165 1.24867 -1.83524
C11 5.03122 0.59157 5.54161
C12 -1.74598 2.01956 0.68508
C13 -5.41322 0.17270 -5.24887
C14 -5.09788 1.26472 -4.44391
C15 -4.39071 -0.49547 -5.91286
C16 4.39117 0.03648 4.41905
C17 -0.99804 0.86966 0.52281
C18 -3.78740 1.71197 -4.28765
C19 -3.08213 -0.09006 -5.70004
C20 3.35442 -0.86207 4.69962
C21 -0.71871 0.44769 -0.77902
C22 -2.75626 0.97372 -4.85361
N5 2.11567 -2.16023 6.00630
N6 1.67054 -1.31808 0.38414
N7 -0.71047 0.74899 -3.00249
C23 1.00681 -1.71952 -0.86163
S1 -1.01794 1.42280 -4.56164
H1 0.73498 -2.88037 4.44565
H2 0.77450 -2.82961 1.83667
H3 0.54481 -0.93385 -3.56419
H4 5.21731 0.61548 7.66610
H5 -2.73180 3.63540 -0.35046
H6 5.76806 1.39988 5.43478
H7 -1.88197 2.42053 1.67257
H8 -6.41500 -0.23555 -5.31439
H9 -5.85335 1.80948 -3.85473
H10 -4.58302 -1.35057 -6.55369
H11 4.63820 0.35281 3.42134
H12 -0.59199 0.32682 1.38560
H13 -3.64814 2.58597 -3.67230
H14 -2.33163 -0.64193 -6.25536
H15 1.69730 -2.54630 6.84349
H16 0.34735 -2.57377 -0.72831
H17 1.76962 -1.98730 -1.57440

Atom charges from the Mulliken analysis, given in e for atoms 1 to 2: -0.68 -0.64

=====

(3)
Formula: C14H20N4O6
Source: the OMol25 dataset
Level of theory: wB97M-V/def2-TZVPD

## Properties
- SMILES: O=[N+]([O-])c1ccc(N2CCN(CCOCCO)CC2)c([N+](=O)[O-])c1
- Strongest force on any atom: 0.028 hartree/bohr
- Relative energy (zero: lowest compared OMol25 entry of this formula, charge and spin): 5.048 eV

Cartesian coordinates (Å):
O1 6.30616 -2.34401 0.65689
N1 5.36684 -2.79594 1.28018
O2 5.44185 -3.71232 2.07680
C1 4.07988 -2.21601 1.06050
C2 3.94369 -1.11669 0.23184
C3 2.69160 -0.55978 0.02512
C4 1.51783 -1.14539 0.57967
N2 0.28048 -0.76139 0.21094
C5 -0.86139 -0.78922 1.09399
H1 -0.58455 -1.19333 2.06621
C6 -2.01638 -1.60245 0.48124
N3 -2.36502 -1.17345 -0.84908
C7 -3.41992 -0.20836 -1.01477
C8 -3.21289 1.22670 -0.49428
O3 -2.23297 1.87049 -1.27786
C9 -2.04062 3.23819 -1.00284
C10 -1.20446 3.50960 0.26025
O4 -0.97151 4.88230 0.43805
H2 -1.81473 5.34541 0.50217
H3 -1.70813 3.09021 1.14531
H4 -0.21894 3.04740 0.16096
H5 -3.01466 3.74826 -0.91898
H6 -1.50784 3.63962 -1.86873
H7 -2.93490 1.21510 0.56812
H8 -4.17052 1.76389 -0.58236
H9 -3.62811 -0.14207 -2.08512
H10 -4.30864 -0.60962 -0.51732
C11 -1.20171 -1.08395 -1.69025
C12 -0.04022 -0.25322 -1.10123
H11 0.81388 -0.36476 -1.76950
H12 -0.32679 0.80173 -1.05603
H13 -1.48276 -0.65063 -2.64901
H14 -0.83824 -2.10634 -1.85664
H15 -2.89332 -1.54109 1.12708
H16 -1.70434 -2.65283 0.41978
H17 -1.17887 0.24984 1.23670
C13 1.71757 -2.20974 1.49340
C14 2.95797 -2.73439 1.72270
H18 3.09581 -3.56948 2.39227
H19 0.86460 -2.65774 1.97662
N4 2.66325 0.72806 -0.60280
O5 3.55441 1.00630 -1.37719
O6 1.77238 1.49318 -0.27303
H20 4.81424 -0.66205 -0.21976

Atom charges from the Mulliken analysis, given in e for atoms 1 to 2: -0.62 1.01

=====

(4)
Formula: C4H6FNO
Source: the OMol25 dataset
Level of theory: wB97M-V/def2-TZVPD

## Properties
- Strongest force on any atom: 0.079 hartree/bohr
- Relative energy (zero: lowest compared OMol25 entry of this formula, charge and spin): 3.997 eV

Cartesian coordinates (Å):
C1 1.52907 1.36058 -0.04502
C2 -1.90835 0.21297 -0.39195
C3 1.82808 0.08959 0.21545
C4 -0.17455 -1.16008 0.64395
N1 -1.07509 -0.86578 -0.29054
O1 -2.05474 1.08836 0.39715
F1 3.05019 -0.46084 0.31542
H1 2.20456 2.08510 -0.31684
H2 0.52335 1.63261 -0.26033
H3 -2.59015 0.23452 -1.32034
H4 -0.38394 -0.70147 1.57553
H5 0.40818 -2.03768 0.54890
H6 -1.35660 -1.47787 -1.07138

Atom charges from the Mulliken analysis, given in e for atoms 1 to 2: -0.70 -0.02

=====

(5)
Formula: H5N2O3P
Source: the OMol25 dataset
Level of theory: wB97M-V/def2-TZVPD

## Properties
- Strongest force on any atom: 0.067 hartree/bohr
- Relative energy (zero: lowest compared OMol25 entry of this formula, charge and spin): 1.122 eV

Cartesian coordinates (Å):
N1 0.83320 1.40137 -1.86913
N2 -0.06795 -1.64138 1.08908
O1 -1.33076 0.44055 1.10625
O2 -0.23385 1.17584 -0.89501
O3 0.96605 -0.74488 1.13885
P1 -0.04589 1.21677 0.78700
H1 0.59854 2.35851 -2.15767
H2 0.70167 0.73012 -2.58684
H3 -0.25097 -2.19186 0.22960
H4 0.14256 -2.17983 1.91012
H5 -1.31259 -0.56520 1.24774

Atom charges from the Mulliken analysis, given in e for atoms 1 to 2: -0.44 -0.45